## i
195
Properties=species:S:1:pos:R:3 method="wB97M-V/def2-TZVPD" homo_ev=-10.76 e_lumo_ev=-0.0254 homo_lumo_gap_ha=0.3945
O 4.558 -6.767 0.759
S 3.087 -6.544 0.868
O 2.410 -5.476 0.229
O 2.309 -7.901 0.319
C 0.875 -7.934 0.244
C 0.507 -9.368 -0.080
C 2.505 -6.537 2.661
H 0.480 -7.265 -0.521
H 0.471 -7.757 1.241
H 0.567 -9.570 -1.150
H -0.525 -9.520 0.237
H 1.180 -10.029 0.466
H 3.439 -6.413 3.210
H 1.961 -7.451 2.898
H 1.888 -5.646 2.779
O -6.934 -8.100 3.399
S -5.451 -7.969 3.401
O -4.638 -7.704 2.194
O -5.096 -6.927 4.594
C -4.177 -5.942 4.429
C -4.021 -5.052 5.686
C -4.831 -9.492 4.246
H -4.369 -5.280 3.584
H -3.221 -6.463 4.366
H -3.340 -4.211 5.554
H -3.915 -5.639 6.598
H -5.004 -4.597 5.805
H -3.778 -9.411 4.516
H -4.942 -10.231 3.453
H -5.490 -9.654 5.099
O 5.357 0.502 -3.437
S 6.702 0.001 -3.818
O 7.165 -0.061 -5.191
O 7.759 0.890 -2.829
C 9.116 0.866 -3.214
C 10.028 1.260 -2.115
C 6.985 -1.673 -3.037
H 9.308 1.521 -4.064
H 9.332 -0.145 -3.560
H 9.857 2.295 -1.821
H 11.033 1.067 -2.491
H 9.814 0.679 -1.217
H 7.927 -2.015 -3.464
H 6.168 -2.343 -3.305
H 7.119 -1.564 -1.961
O -2.374 -1.256 -7.841
S -2.586 0.194 -7.936
O -1.502 1.094 -8.341
O -3.932 0.493 -8.911
C -4.842 -0.499 -9.301
C -4.384 -1.299 -10.511
C -3.326 0.781 -6.375
H -5.852 -0.099 -9.395
H -5.048 -1.166 -8.464
H -4.226 -0.652 -11.374
H -5.089 -2.044 -10.880
H -3.420 -1.764 -10.304
H -4.304 0.303 -6.428
H -3.425 1.867 -6.389
H -2.638 0.466 -5.591
O -2.717 10.218 -2.395
S -1.288 9.790 -2.356
O -0.474 9.932 -1.179
O -1.208 8.253 -2.922
C 0.037 7.505 -2.705
C -0.157 6.061 -3.181
C -0.484 10.591 -3.784
H 0.115 7.384 -1.624
H 0.929 7.927 -3.168
H -1.034 5.572 -2.758
H 0.714 5.416 -3.064
H -0.381 6.119 -4.246
H 0.587 10.411 -3.877
H -0.501 11.677 -3.697
H -1.013 10.336 -4.702
O 2.510 10.622 5.008
S 2.224 9.558 5.949
O 0.918 9.387 6.579
O 2.552 8.158 5.153
C 2.454 6.920 5.879
C 1.616 5.945 5.057
C 3.558 9.484 7.228
H 2.039 7.123 6.866
H 3.451 6.558 6.128
H 1.915 4.919 5.268
H 1.706 6.195 4.000
H 0.544 6.012 5.244
H 3.430 8.535 7.747
H 3.536 10.338 7.904
H 4.507 9.435 6.694
O -7.513 -6.635 -7.249
S -8.698 -7.202 -6.520
O -10.025 -6.708 -6.791
O -8.678 -8.846 -6.701
C -9.887 -9.490 -6.286
C -9.692 -11.040 -6.268
C -8.460 -7.191 -4.630
H -10.600 -9.234 -7.069
H -10.169 -9.000 -5.354
H -10.452 -11.654 -5.784
H -8.747 -11.319 -5.802
H -9.597 -11.361 -7.305
H -9.417 -7.393 -4.149
H -8.040 -6.228 -4.339
H -7.812 -8.003 -4.299
O -0.407 0.944 1.350
S 0.026 -0.416 0.999
O 0.036 -1.575 1.912
O -0.726 -0.836 -0.470
C -1.233 -2.147 -0.600
C -2.769 -2.189 -0.287
C 1.753 -0.170 0.455
H -0.753 -2.893 0.034
H -1.045 -2.456 -1.628
H -3.202 -1.305 -0.754
H -2.975 -2.117 0.781
H -3.172 -3.154 -0.594
H 2.197 -0.149 1.450
H 1.879 0.775 -0.073
H 2.076 -0.971 -0.208
O -9.817 0.701 -3.164
S -9.359 -0.565 -3.783
O -7.970 -0.945 -3.717
O -10.257 -1.786 -3.132
C -10.303 -1.941 -1.718
C -9.324 -2.869 -1.048
C -9.997 -0.713 -5.524
H -11.305 -2.307 -1.492
H -10.322 -0.968 -1.226
H -9.245 -2.726 0.029
H -8.335 -2.652 -1.451
H -9.497 -3.906 -1.339
H -9.755 -1.672 -5.983
H -9.556 0.048 -6.167
H -11.087 -0.694 -5.557
O 7.619 -2.052 2.557
S 8.864 -2.498 3.220
O 9.852 -1.538 3.704
O 8.517 -3.485 4.511
C 9.659 -3.815 5.396
C 9.330 -4.585 6.634
C 9.757 -3.682 2.131
H 10.097 -2.879 5.742
H 10.431 -4.356 4.848
H 10.211 -4.941 7.169
H 8.817 -5.493 6.318
H 8.673 -4.042 7.314
H 9.932 -3.053 1.258
H 9.134 -4.559 1.952
H 10.740 -3.930 2.531
O 9.460 5.152 3.359
S 8.697 5.703 4.479
O 8.157 7.045 4.335
O 7.437 4.675 4.869
C 7.711 3.290 4.907
C 6.632 2.578 5.844
C 9.666 5.709 6.056
H 8.676 3.167 5.400
H 7.734 2.937 3.876
H 5.644 2.558 5.384
H 6.518 3.108 6.790
H 6.850 1.525 6.023
H 8.994 6.206 6.757
H 10.592 6.277 5.964
H 9.802 4.691 6.421
O 6.674 9.636 -1.187
S 5.207 9.394 -1.143
O 4.321 10.109 -2.034
O 4.921 7.799 -1.323
C 5.913 6.958 -0.783
C 5.464 5.608 -0.250
C 4.462 9.524 0.569
H 6.487 7.448 0.003
H 6.550 6.659 -1.615
H 4.864 5.091 -0.999
H 4.900 5.725 0.675
H 6.233 4.889 0.030
H 4.560 10.588 0.788
H 5.093 9.027 1.306
H 3.467 9.101 0.428
O -7.132 -1.115 3.495
S -7.088 0.301 3.637
O -6.167 0.832 4.628
O -6.838 0.922 2.138
C -5.964 2.033 1.993
C -5.926 2.524 0.550
C -8.782 0.969 4.046
H -4.967 1.825 2.381
H -6.403 2.735 2.702
H -6.902 2.633 0.076
H -5.330 1.904 -0.119
H -5.650 3.577 0.609
H -8.634 2.041 4.177
H -9.057 0.594 5.032
H -9.558 0.685 3.336

=====

## ii
195
Properties=species:S:1:pos:R:3 method="wB97M-V/def2-TZVPD" homo_ev=-10.04 e_lumo_ev=0.0018 homo_lumo_gap_ha=0.3692
O -9.684 21.221 9.768
S -11.134 20.987 9.592
O -11.873 21.438 8.392
O -11.413 19.358 9.757
C -12.404 18.793 8.877
C -13.858 19.284 9.172
C -12.077 21.479 11.081
H -12.335 17.707 8.921
H -12.155 18.956 7.829
H -14.622 18.715 8.642
H -14.069 20.334 8.966
H -13.982 19.046 10.228
H -12.164 20.571 11.678
H -13.068 21.861 10.832
H -11.613 22.263 11.679
O -0.397 19.149 11.775
S -0.628 20.020 12.957
O -0.214 19.601 14.285
O 0.029 21.556 12.732
C 0.990 22.106 13.561
C 2.421 21.677 13.193
C -2.479 20.525 12.964
H 0.751 21.854 14.594
H 0.860 23.188 13.590
H 2.501 21.921 12.133
H 2.708 20.627 13.252
H 3.103 22.373 13.681
H -2.605 21.387 13.619
H -3.001 19.632 13.307
H -2.859 20.880 12.006
O -8.579 24.026 7.466
S -8.723 23.700 6.057
O -7.696 23.896 5.075
O -9.248 22.131 6.019
C -9.057 21.364 4.870
C -7.784 20.614 5.184
C -10.206 24.473 5.449
H -9.027 21.666 3.823
H -9.778 20.549 4.940
H -6.905 21.237 5.016
H -7.596 19.700 4.622
H -7.699 20.305 6.226
H -10.967 24.167 6.166
H -10.387 23.989 4.489
H -10.262 25.562 5.433
O -2.699 27.840 9.784
S -3.922 27.255 9.224
O -5.162 27.718 9.801
O -3.933 27.665 7.629
C -3.693 28.926 7.391
C -3.754 28.943 5.873
C -3.858 25.536 9.309
H -2.750 29.300 7.791
H -4.569 29.430 7.800
H -3.437 29.930 5.535
H -4.830 28.889 5.706
H -3.170 28.164 5.383
H -4.358 25.232 8.389
H -4.457 25.146 10.131
H -2.807 25.260 9.218
O -5.316 17.732 5.679
S -5.513 16.361 5.224
O -5.982 15.271 6.109
O -6.420 16.384 3.837
C -6.025 17.160 2.775
C -7.352 17.563 2.183
C -3.881 15.764 4.524
H -5.483 16.468 2.131
H -5.669 18.170 2.978
H -8.130 17.552 2.946
H -7.627 16.825 1.429
H -7.211 18.499 1.643
H -3.499 16.371 3.704
H -3.975 14.728 4.198
H -3.207 15.734 5.380
O 2.417 19.445 10.180
S 2.732 20.231 8.943
O 2.725 21.663 9.077
O 4.011 19.746 8.117
C 4.173 18.367 8.076
C 5.641 18.089 7.759
C 1.440 19.777 7.798
H 3.573 17.869 7.315
H 3.941 17.842 9.003
H 5.716 17.113 7.280
H 6.306 18.336 8.587
H 6.039 18.906 7.157
H 1.814 20.210 6.870
H 0.460 20.171 8.069
H 1.360 18.721 7.539
O -0.857 13.383 11.176
S -1.677 14.413 11.712
O -2.551 15.182 10.793
O -2.623 13.783 12.882
C -1.961 13.063 13.911
C -2.979 12.134 14.432
C -0.542 15.398 12.607
H -1.732 13.821 14.660
H -1.081 12.550 13.522
H -3.173 11.311 13.745
H -3.747 12.799 14.827
H -2.689 11.617 15.346
H -0.178 14.851 13.477
H -1.152 16.232 12.953
H 0.301 15.708 11.990
O -4.532 20.320 10.715
S -4.706 20.971 9.391
O -4.577 22.423 9.385
O -3.756 20.464 8.149
C -3.498 19.097 8.007
C -2.549 18.465 9.041
C -6.431 20.595 8.871
H -3.367 18.888 6.945
H -4.473 18.623 8.115
H -2.626 17.400 8.821
H -2.683 18.724 10.091
H -1.544 18.787 8.770
H -6.712 19.785 9.544
H -6.418 20.161 7.871
H -7.117 21.410 9.103
O -4.919 21.125 2.569
S -3.517 21.110 2.911
O -2.516 20.906 1.867
O -3.210 22.615 3.639
C -4.263 23.115 4.423
C -3.570 23.702 5.649
C -3.202 20.000 4.394
H -5.055 22.466 4.797
H -4.769 23.915 3.882
H -2.827 24.410 5.282
H -3.176 22.918 6.296
H -4.404 24.126 6.208
H -3.180 18.969 4.042
H -3.905 20.294 5.174
H -2.199 20.381 4.587
O -8.816 23.082 12.432
S -9.000 24.285 11.613
O -10.219 24.669 10.820
O -8.626 25.628 12.539
C -9.038 26.918 11.952
C -8.797 28.081 12.999
C -7.642 24.264 10.395
H -10.105 26.934 11.729
H -8.479 27.290 11.093
H -7.764 28.133 13.343
H -9.431 27.860 13.857
H -9.147 29.047 12.638
H -6.745 24.065 10.981
H -7.674 25.201 9.838
H -7.897 23.439 9.730
O 1.763 24.769 8.007
S 0.450 25.382 8.046
O -0.269 25.401 6.798
O -0.458 24.580 9.255
C -0.222 23.248 9.553
C -1.478 22.503 9.535
C 0.482 27.056 8.777
H 0.078 23.180 10.598
H 0.647 22.823 9.050
H -2.057 22.849 8.678
H -2.042 22.476 10.468
H -1.197 21.470 9.330
H -0.439 27.568 8.498
H 1.252 27.571 8.204
H 0.713 27.139 9.839
O -1.510 10.754 6.680
S -1.152 11.631 5.610
O -2.104 12.523 4.905
O 0.125 12.590 6.286
C 0.100 13.930 6.396
C -0.778 14.476 7.466
C -0.139 10.666 4.330
H 0.092 14.394 5.409
H 1.138 14.197 6.594
H -1.813 14.141 7.398
H -0.658 15.526 7.733
H -0.548 13.947 8.391
H -0.926 10.305 3.668
H 0.461 9.889 4.803
H 0.444 11.209 3.586
O 1.421 17.398 5.148
S 0.130 18.041 4.863
O -1.047 17.902 5.737
O 0.374 19.681 4.565
C 1.389 20.085 3.654
C 0.801 21.188 2.735
C -0.525 17.611 3.181
H 1.728 19.301 2.977
H 2.219 20.406 4.283
H 1.625 21.708 2.245
H 0.278 21.892 3.382
H 0.209 20.617 2.020
H -1.088 18.500 2.898
H -0.927 16.599 3.242
H 0.347 17.642 2.527

=====

It turns out i is the most stable, with the second structure 0.0349 hartree higher.

=====

## i
7
Properties=species:S:1:pos:R:3 method="wB97M-V/def2-TZVPD" homo_ev="-7.59 / -9.79" e_lumo_ev="0.1376 / -2.1232" homo_lumo_gap_ha="0.2840 / 0.2819" s_squared=2.017 spin_multiplicity=3
N -0.027 0.485 -0.108
N -1.634 -0.655 -0.108
O 2.295 0.690 -0.035
P 1.168 -0.497 -0.055
H -1.237 -1.326 0.514
H -2.493 -0.179 0.294
H 1.929 1.482 -0.503

=====

## ii
7
Properties=species:S:1:pos:R:3 method="wB97M-V/def2-TZVPD" homo_ev="-6.07 / -9.54" e_lumo_ev="0.8095 / -2.0832" homo_lumo_gap_ha="0.2529 / 0.2739" s_squared=2.008 spin_multiplicity=3
N -0.137 0.079 0.313
N -0.095 1.593 -0.093
O 0.153 -2.355 0.009
P 0.130 -0.999 -0.837
H -0.232 2.247 0.588
H 0.536 1.861 -0.793
H -0.355 -2.427 0.812

=====

It turns out ii is the most stable, with the second structure 0.0406 hartree higher.

=====

## i
8
Properties=species:S:1:pos:R:3 method="wB97M-V/def2-TZVPD" total_charge=+1 homo_ev="-15.85 / -15.86" e_lumo_ev="-10.3663 / -10.3482" homo_lumo_gap_ha="0.2017 / 0.2024"
C -1.139 0.202 -0.126
C -0.423 -0.090 1.099
N -0.222 0.089 -1.101
N 0.880 -0.146 -0.586
N 2.941 -0.017 -2.057
O 0.870 -0.287 0.711
H -2.177 0.424 -0.128
H -0.731 -0.175 2.189

=====

## ii
8
Properties=species:S:1:pos:R:3 method="wB97M-V/def2-TZVPD" total_charge=+1 homo_ev=-13.88 e_lumo_ev=-5.7863 homo_lumo_gap_ha=0.2975
C 0.168 0.728 -0.014
C 0.760 -1.572 -0.207
N -0.839 1.557 0.107
N -1.707 2.270 0.370
N -0.058 -0.632 -0.019
O 1.429 -2.481 -0.128
H 1.252 1.005 -0.077
H -1.005 -0.875 -0.032

=====

It turns out ii is the most stable, with the second structure 0.2976 hartree higher.

=====

## i
19
Properties=species:S:1:pos:R:3 method="wB97M-V/def2-TZVPD" smiles="C=PSC.CNC" homo_ev=-8.17 e_lumo_ev=0.2820 homo_lumo_gap_ha=0.3106
C -2.438 -2.576 0.086
P -1.887 -1.337 1.069
S -2.213 0.521 0.093
C -1.990 1.812 1.397
H -2.314 -3.458 0.669
H -2.966 -2.574 -0.865
H -2.458 1.424 2.282
H -2.585 2.731 1.109
H -0.946 1.911 1.573
C 2.643 -0.854 -0.925
N 1.951 0.325 -1.391
C 1.222 1.077 -0.437
H 3.553 -0.570 -0.330
H 1.957 -1.418 -0.281
H 2.937 -1.519 -1.779
H 2.567 0.832 -1.932
H 1.343 0.433 0.487
H 1.479 2.097 -0.182
H 0.145 1.143 -0.643

=====

## ii
19
Properties=species:S:1:pos:R:3 method="wB97M-V/def2-TZVPD" homo_ev="-7.23 / -7.23" e_lumo_ev="-0.3441 / -0.3434" homo_lumo_gap_ha="0.2529 / 0.2529"
C -2.530 0.287 -1.315
C -1.116 -1.366 -0.390
C 3.305 -0.252 -0.415
C -0.137 0.675 1.861
N -1.488 -0.007 -0.606
P -0.354 1.271 0.023
S -1.390 2.939 -0.120
H -2.908 1.316 -1.217
H -3.090 -0.434 -1.847
H 4.406 -0.385 -0.259
H -1.598 -2.042 -1.137
H 0.040 -1.581 -0.306
H -1.659 -1.514 0.585
H 2.908 0.380 -1.200
H 2.804 -1.176 -0.654
H 2.737 0.038 0.439
H -1.028 0.484 2.468
H 0.616 -0.141 1.937
H 0.483 1.509 2.156

=====

It turns out ii is the most stable, with the second structure 0.0143 hartree higher.

=====

## i
18
Properties=species:S:1:pos:R:3 method="wB97M-V/def2-TZVPD" total_charge=+1 homo_ev=-13.48 e_lumo_ev=-3.1365 homo_lumo_gap_ha=0.3800
C 1.874 0.810 -0.687
C 1.200 0.109 0.265
C -1.186 1.227 0.203
C -0.406 -0.049 0.432
N -0.798 -0.885 1.393
N -0.684 -0.957 -1.169
O 1.810 -0.698 1.307
H 2.932 0.883 -0.695
H 1.299 1.437 -1.322
H -2.115 1.207 0.830
H -0.717 2.117 0.484
H -1.492 1.483 -0.911
H -1.751 -0.879 1.695
H -0.209 -1.683 1.479
H -1.679 -1.144 -1.347
H -0.630 -0.412 -2.028
H -0.169 -1.874 -1.297
H 2.720 -0.690 1.370

=====

## ii
18
Properties=species:S:1:pos:R:3 method="wB97M-V/def2-TZVPD" total_charge=+1 homo_ev="-13.44 / -13.44" e_lumo_ev="-4.4148 / -4.4155" homo_lumo_gap_ha="0.3318 / 0.3318"
C 1.575 0.091 0.014
C 2.840 -0.573 0.139
C -1.492 -0.226 -1.356
C -1.097 -0.819 -0.048
N 0.016 -1.088 0.466
N -1.931 0.713 1.166
O 1.316 1.304 -0.144
H 2.892 -1.398 -0.574
H 3.700 0.093 0.026
H 2.858 -1.069 1.115
H -1.393 -1.010 -2.106
H -0.854 0.607 -1.632
H -2.530 0.092 -1.342
H -1.815 -1.542 0.352
H -1.669 0.523 2.128
H -1.548 1.613 0.891
H -2.945 0.760 1.106
H 2.077 1.929 -0.204

=====

It turns out i is the most stable, with the second structure 0.0916 hartree higher.